Record 1
C31H57BClGaO2P as an isolated structure in a non-equilibrium geometry, computed with ωB97M-V with the def2-TZVPD basis set.

Computed properties:
Lowest unoccupied orbital energy (Eh): 0.100
Net charge: -1
E_HOMO (eV): -1.86
Energy relative to the best compared isomer or geometry (same formula, charge and spin) (eV): 0.0000
Orbital gap (eV): 4.5746

```
94
C31H57BClGaO2P, DFT ωB97M-V with the def2-TZVPD basis set
H 1.204 0.470 1.331
C 3.132 2.750 -0.535
C -0.484 -4.209 4.107
H 0.997 4.079 -2.954
H -2.381 -3.300 -3.805
C -0.862 -3.609 -0.704
H -4.540 2.178 1.994
C 1.283 1.928 -2.789
H 1.425 1.674 -3.850
C 3.975 -4.667 0.096
Cl -2.174 0.336 -1.280
H -2.923 1.502 5.580
H -1.185 -1.941 -2.103
H 4.101 3.038 -0.940
H -1.513 -6.880 -1.586
C -3.621 0.062 3.457
C 0.722 -3.695 4.908
H 0.504 -4.947 2.316
C 3.844 -3.148 -1.956
C -2.179 -5.210 -2.801
H 2.316 -3.079 2.616
H -3.434 -0.892 3.982
H -1.808 -3.496 -0.142
C 4.378 -4.461 -1.369
C 1.503 -2.382 2.866
H 2.239 -2.151 4.881
H 2.657 -2.279 0.364
H -0.150 -3.232 -2.721
H 4.003 -5.304 -1.969
H -4.474 0.546 3.964
C 2.044 3.689 -1.109
H 1.820 -0.091 -2.127
O -1.198 2.614 2.314
C 1.288 -2.370 4.383
B -0.696 1.338 2.087
H 5.468 -4.484 -1.452
C 2.013 0.958 -1.918
C -2.274 -3.682 -2.784
H -2.595 -5.761 -0.756
C -2.951 3.531 3.694
C 2.847 1.329 -0.889
H -3.149 -5.626 -3.096
H 1.127 3.583 -0.506
H -1.185 -4.479 2.073
C -2.529 2.377 2.807
H 0.197 1.865 -2.623
H 4.550 -3.974 0.729
C 2.479 -4.429 0.341
H 2.262 -4.557 1.408
C -1.052 -3.032 -2.123
H 3.374 0.559 -0.308
C 0.291 0.938 0.979
C -3.511 2.316 1.634
H 4.414 -2.308 -1.530
H -1.220 1.837 5.152
H -1.769 0.160 5.450
H -1.354 -3.575 4.330
H -2.968 4.448 3.107
H 0.334 -5.245 -1.460
H 3.192 2.873 0.555
C -1.753 -5.818 -1.456
H -0.739 -5.225 4.428
C 2.351 -2.927 -1.666
C -2.053 1.133 5.021
H -3.960 3.350 4.070
H 4.234 -5.682 0.418
H 1.902 -5.204 -0.184
H -1.464 -5.516 -3.575
H -2.271 3.675 4.535
H 1.516 -4.457 4.890
C 2.054 -3.042 -0.165
H 4.009 -3.133 -3.038
H 2.379 4.733 -1.014
C 0.206 -2.809 2.153
H 0.434 -3.577 5.959
H 0.601 -1.547 4.633
H -3.471 3.275 1.102
H -3.174 -3.374 -2.235
H 2.043 -1.945 -2.048
H -3.266 1.527 0.905
H -0.324 -5.548 0.159
Ga -1.292 -0.622 0.477
C -2.412 0.975 3.553
C -0.550 -5.103 -0.821
O -1.280 0.350 2.925
H 2.671 3.538 -3.144
H 1.765 -3.683 -2.212
H 0.444 1.647 0.179
H 1.826 -1.387 2.528
H -3.918 -0.166 2.420
C -0.255 -4.198 2.588
C 1.751 3.378 -2.569
P 0.297 -2.523 0.301
H -0.574 -2.096 2.487
```

Record 2
C31H57ClGe2N5NaO10PS2 as an isolated structure in a non-equilibrium geometry, computed with ωB97M-V with the def2-TZVPD basis set.

Computed properties:
Lowest unoccupied orbital energy (alpha / beta) (Eh): 0.129 / 0.129
Net charge: -2
E_HOMO (alpha / beta) (eV): 0.44 / -2.45
Orbital gap (alpha / beta) (eV): 3.0617 / 5.9506
Multiplicity: 2

```
110
C31H57ClGe2N5NaO10PS2, DFT ωB97M-V with the def2-TZVPD basis set
H 2.693 1.896 -4.399
C -5.013 0.698 4.562
C 0.671 4.798 1.153
H -3.826 0.488 -3.804
C 1.072 4.026 -0.115
S -4.344 -1.072 0.407
C 2.714 -0.787 -1.451
O -4.833 -2.163 3.066
C 0.816 -1.804 -4.076
H -0.444 -0.241 4.624
H -0.259 -5.062 -1.557
N 1.455 -0.913 5.233
Ge -1.601 -2.500 -2.514
H -2.931 -3.751 -0.795
H 3.121 3.099 -0.230
H 4.863 -1.043 -1.281
O -2.007 2.607 1.702
H 4.197 -1.642 -2.806
H -5.708 -5.381 2.555
H -3.843 1.757 3.083
H -4.072 -4.695 2.717
N 3.158 -0.793 3.491
C -5.115 -4.584 3.010
H 2.998 2.184 -2.683
H 2.481 -1.716 -0.925
H -0.645 -4.195 -0.065
C -2.913 -0.032 -3.498
N 2.261 4.735 -0.639
O -0.258 -0.378 -1.558
O -1.972 4.391 0.167
H 0.609 -3.349 -6.345
Cl -2.551 3.104 0.463
C 3.621 -0.938 -6.424
C -2.214 -4.113 -1.536
N 0.927 0.057 3.071
H 4.379 0.092 -2.543
H 4.040 -1.785 -8.379
H 1.799 6.358 2.210
C 2.247 2.264 -3.474
H -2.751 -4.780 -2.218
C 1.456 -2.674 -6.345
H 2.645 0.302 6.449
P -3.578 -1.535 2.170
H 2.075 6.809 -0.144
C 0.424 -0.737 4.186
H 4.316 0.424 4.739
H -3.911 -1.524 -2.293
H 2.015 3.326 -3.611
H 0.231 4.001 -0.807
C -5.623 -3.225 2.550
C -1.058 -4.837 -0.845
C 0.985 1.477 -3.120
H -6.642 -3.057 2.912
O -2.227 2.184 -0.589
H -5.181 -4.669 4.097
C 2.557 5.892 0.218
C 4.115 -0.852 -2.057
H 0.481 1.879 3.991
H 0.248 4.135 1.905
Ge 1.174 -0.460 -2.686
C 1.966 5.495 1.568
H -5.647 -3.174 1.458
S -1.983 -2.652 2.369
H 2.632 4.800 2.085
H 3.006 -0.275 -4.501
N 2.397 1.247 4.598
H 3.392 -1.694 5.366
H -2.497 0.505 -2.647
C 3.525 0.531 3.989
C -0.215 -2.715 -3.829
H -4.282 0.844 5.360
H 3.903 1.125 3.153
C 1.417 2.575 0.226
C 1.343 1.358 3.568
H -3.654 -2.017 -3.970
H 1.738 1.948 2.740
H -5.077 0.691 2.402
H 2.659 0.025 -0.724
H -2.196 0.023 -4.322
H 2.157 4.980 -1.613
H 2.302 -2.545 4.246
C 2.793 -0.948 -5.328
C 2.610 -1.563 4.610
H -0.397 -3.489 -4.574
H 3.635 6.067 0.256
H 1.007 0.919 6.124
O 2.729 2.293 0.180
H 0.250 1.561 -3.922
H 1.775 -1.595 2.121
C 1.870 0.414 5.683
H 4.465 -0.255 -6.453
O 0.601 1.763 0.546
Na -1.732 0.469 0.521
O -3.329 -0.212 3.071
H -5.789 1.462 4.651
C 2.293 -2.655 -7.439
O -0.850 -1.611 -1.097
H 2.462 -0.022 1.660
C -4.343 0.799 3.202
H 0.516 1.871 -2.214
H -0.090 5.531 0.887
H 0.111 -1.713 3.822
C 3.393 -1.797 -7.510
H 2.086 -3.318 -8.275
O -3.970 3.238 0.584
C 1.667 -1.818 -5.219
C 2.082 -0.616 2.493
H -1.382 -5.772 -0.377
C -3.208 -1.485 -3.124
H -5.464 -0.286 4.681
```

It is found that the E_tot values, taken in the order of the records, are -112035.628 -221924.430 eV.